No. 1
Molecular formula: C35H62Br24HgN3O3
Method: DFT, ωB97M-V/def2-TZVPD

The geometry in ORCA input format:
```
! wB97M-V def2-TZVPD RIJCOSX def2/J DEFGRID3
* xyz -1 1
Hg 11.396 -5.413 -7.598
C 10.375 0.137 -9.698
C 10.165 -0.992 -8.586
C 9.117 -0.605 -7.517
C 7.691 -0.530 -8.048
C 7.350 -1.819 -8.769
C 8.380 -2.422 -9.768
N 9.719 -2.307 -9.184
O 10.772 -2.834 -10.022
C 8.149 -1.804 -11.150
C 8.047 -3.946 -9.737
C 11.491 -1.102 -7.739
H 10.752 1.028 -9.197
H 9.363 0.483 -9.906
H 10.956 -0.139 -10.578
H 9.365 0.410 -7.207
H 9.129 -1.219 -6.616
H 7.631 0.265 -8.792
H 7.018 -0.214 -7.251
H 6.538 -1.529 -9.435
H 6.990 -2.549 -8.043
H 7.165 -1.996 -11.578
H 8.956 -2.129 -11.806
H 8.185 -0.715 -11.119
H 8.752 -4.470 -10.382
H 7.011 -4.112 -10.034
H 8.164 -4.424 -8.764
H 12.268 -1.520 -8.379
H 11.418 -1.757 -6.871
H 11.746 -0.121 -7.338
C 12.945 -8.584 -9.587
C 14.377 -8.453 -9.078
C 14.991 -7.556 -10.233
C 16.253 -6.775 -9.889
C 16.170 -6.060 -8.513
C 15.708 -6.986 -7.277
N 14.436 -7.616 -7.817
O 13.611 -8.247 -6.812
C 15.454 -5.926 -6.152
C 16.857 -8.017 -6.955
C 15.068 -9.897 -9.022
H 12.371 -9.307 -9.007
H 12.907 -9.045 -10.574
H 12.296 -7.720 -9.730
H 14.311 -6.753 -10.519
H 15.133 -8.173 -11.121
H 16.462 -6.099 -10.718
H 17.099 -7.461 -9.838
H 15.515 -5.204 -8.671
H 17.188 -5.678 -8.437
H 16.385 -5.606 -5.683
H 14.849 -6.341 -5.345
H 14.965 -5.041 -6.559
H 17.515 -8.212 -7.802
H 16.416 -8.867 -6.435
H 17.647 -7.526 -6.386
H 15.099 -10.282 -10.042
H 14.619 -10.736 -8.491
H 16.101 -9.924 -8.675
C 9.412 -3.044 -1.157
C 9.723 -4.561 -0.924
C 9.007 -5.053 0.417
C 7.520 -5.434 0.292
C 7.190 -6.355 -0.927
C 7.794 -5.867 -2.260
N 9.253 -5.469 -2.063
O 10.012 -5.321 -3.328
C 6.905 -4.775 -2.842
C 7.735 -7.042 -3.280
C 11.298 -4.740 -0.627
H 10.108 -2.610 -1.875
H 9.556 -2.416 -0.278
H 8.418 -2.916 -1.584
H 9.079 -4.342 1.240
H 9.588 -5.901 0.780
H 6.923 -4.534 0.441
H 7.140 -5.966 1.164
H 6.113 -6.433 -1.073
H 7.552 -7.351 -0.675
H 6.736 -4.008 -2.087
H 5.954 -5.197 -3.167
H 7.375 -4.266 -3.683
H 7.849 -6.809 -4.339
H 6.688 -7.304 -3.429
H 8.275 -7.940 -2.979
H 11.875 -4.080 -1.275
H 11.574 -5.794 -0.606
H 11.615 -4.383 0.352
C 5.968 5.973 -10.199
Br 6.963 5.353 -8.635
Br 5.816 7.949 -10.187
Br 4.139 5.282 -10.351
H 6.548 5.736 -11.091
C 12.550 -0.917 -16.090
Br 11.890 0.988 -16.339
Br 14.334 -0.954 -15.178
Br 12.519 -1.841 -17.816
H 11.868 -1.427 -15.409
C 4.916 -10.059 -11.295
Br 4.421 -9.371 -9.505
Br 6.828 -9.689 -11.566
Br 3.926 -9.230 -12.882
H 4.753 -11.136 -11.330
C 13.005 4.840 -5.020
Br 12.868 6.826 -5.001
Br 11.814 4.159 -3.620
Br 14.832 4.185 -4.959
H 12.549 4.582 -5.976
C 11.426 -7.611 -17.134
Br 10.251 -9.281 -17.011
Br 13.344 -8.005 -16.658
Br 10.715 -6.194 -15.900
H 11.473 -7.092 -18.092
C 2.944 0.698 -1.905
Br 4.296 -0.121 -0.698
Br 1.646 -0.638 -2.693
Br 3.767 1.922 -3.311
H 2.368 1.397 -1.299
C 2.010 -0.561 -11.616
Br 2.017 -2.392 -12.305
Br 1.405 -0.507 -9.754
Br 0.709 0.487 -12.756
H 3.023 -0.159 -11.653
C 18.196 -0.357 -10.365
Br 18.834 -0.777 -8.590
Br 19.505 0.202 -11.761
Br 16.658 0.875 -10.227
H 17.795 -1.297 -10.747
*
```

Values from the calculation:
Energy relative to the best compared isomer or geometry (same formula, charge and spin) ... 181.5 kcal/mol
Gap between HOMO and LUMO ... 0.07325 Eh
Total energy ... -1733092.118 eV
Lowest unoccupied orbital energy ... -0.995 eV
F_max ... 4.95 eV/Å

=====

No. 2
Molecular formula: C25H53ClN2O7
Method: DFT, ωB97M-V/def2-TZVPD

The geometry in ORCA input format:
```
! wB97M-V def2-TZVPD RIJCOSX def2/J DEFGRID3
* xyz 0 1
C 3.588 2.601 -0.548
C 2.190 3.091 -1.103
Cl 1.069 3.242 0.366
C 1.590 2.095 -2.205
C 0.021 2.339 -2.205
C -0.444 3.541 -2.874
C -1.922 3.838 -2.864
C -2.815 2.904 -2.215
C -2.346 1.658 -1.512
N -3.297 0.851 -0.900
C -2.722 -0.213 -0.282
C -1.256 -0.476 -0.260
N -0.308 0.279 -0.876
C -0.901 1.368 -1.504
H 3.688 3.044 0.482
H 3.654 1.488 -0.428
H 4.422 3.036 -1.163
H 2.257 4.139 -1.516
H 1.856 1.031 -1.989
H 1.922 2.415 -3.234
H 0.299 4.227 -3.356
H -2.245 4.782 -3.366
H -3.907 3.168 -2.224
H -3.385 -0.924 0.279
H -0.900 -1.376 0.313
C -3.297 -4.275 0.614
C -1.811 -4.320 0.909
O -1.455 -3.263 1.800
H -3.571 -3.316 0.169
H -3.584 -5.075 -0.071
H -3.878 -4.377 1.535
H -1.235 -4.197 -0.010
H -1.531 -5.273 1.366
H -1.961 -3.383 2.613
C 2.112 0.136 2.874
C 3.265 0.988 3.368
O 3.391 2.161 2.570
H 2.265 -0.149 1.831
H 2.010 -0.770 3.476
H 1.172 0.694 2.918
H 4.204 0.436 3.303
H 3.112 1.285 4.411
H 2.560 2.650 2.638
C 5.443 5.689 4.070
C 3.941 5.680 4.284
O 3.266 5.453 3.053
H 5.722 6.465 3.354
H 5.971 5.869 5.009
H 5.779 4.735 3.655
H 3.606 6.641 4.678
H 3.655 4.897 4.994
H 3.560 4.597 2.715
C 7.949 0.088 -1.294
C 6.454 0.081 -1.036
O 5.745 -0.140 -2.251
H 8.208 0.866 -2.015
H 8.504 0.263 -0.370
H 8.272 -0.865 -1.722
H 6.132 1.040 -0.630
H 6.184 -0.705 -0.323
H 6.026 -0.993 -2.602
C -5.209 1.831 -4.935
C -6.607 1.975 -4.368
O -7.009 0.768 -3.729
H -5.169 1.010 -5.654
H -4.893 2.751 -5.433
H -4.493 1.597 -4.143
H -7.323 2.188 -5.163
H -6.650 2.791 -3.638
H -6.378 0.591 -3.020
C -6.006 -2.827 -2.967
C -6.881 -3.612 -2.008
O -6.417 -3.454 -0.670
H -4.968 -3.164 -2.900
H -6.349 -2.946 -3.996
H -6.014 -1.763 -2.715
H -6.853 -4.675 -2.248
H -7.920 -3.271 -2.063
H -6.452 -2.514 -0.459
C 1.355 -6.887 4.292
C 0.331 -6.018 3.588
O -0.791 -6.805 3.193
H 1.688 -7.694 3.636
H 2.223 -6.299 4.596
H 0.920 -7.356 5.179
H 0.761 -5.570 2.692
H -0.017 -5.214 4.244
H -1.171 -7.190 3.991
*
```

Values from the calculation:
Energy relative to the best compared isomer or geometry (same formula, charge and spin) ... 42.1 kcal/mol
Gap between HOMO and LUMO ... 0.30042 Eh
Structure (SMILES) ... C[C@H](Cl)Cc1cccc2nccnc12.CCO.CCO.CCO.CCO.CCO.CCO.CCO
Total energy ... -56616.388 eV
Lowest unoccupied orbital energy ... -0.340 eV
F_max ... 3.72 eV/Å

=====

No. 3
Molecular formula: C4H8O
Method: DFT, ωB97M-V/def2-TZVPD

The geometry in ORCA input format:
```
! wB97M-V def2-TZVPD RIJCOSX def2/J DEFGRID3
* xyz 0 1
C -0.176 -0.859 -0.964
C 0.720 -0.401 -0.087
C 0.615 -0.619 1.395
H -0.071 -0.685 -2.029
H -1.066 -1.392 -0.639
H 1.571 0.176 -0.451
H 1.041 -1.600 1.618
H -0.428 -0.625 1.734
H 1.160 0.126 1.983
C -0.835 1.458 -0.658
O -0.652 1.914 -1.759
H -0.124 1.584 0.188
H -1.753 0.923 -0.330
*
```

Values from the calculation:
Energy relative to the best compared isomer or geometry (same formula, charge and spin) ... 47.5 kcal/mol
Gap between HOMO and LUMO ... 0.38863 Eh
Structure (SMILES) ... C=CC.C=O
Total energy ... -6323.108 eV
Lowest unoccupied orbital energy ... 0.978 eV
F_max ... 0.71 eV/Å

=====

No. 4
Molecular formula: C13H7F3N2O4ReS5Sb
Method: DFT, ωB97M-V/def2-TZVPD

The geometry in ORCA input format:
```
! wB97M-V def2-TZVPD RIJCOSX def2/J DEFGRID3
* xyz 2 1
Re -1.239 1.790 -0.305
F 1.623 2.857 3.803
C 2.412 1.889 3.313
F 3.615 2.014 3.840
F 1.926 0.694 3.735
C 2.328 1.956 1.794
C 3.416 2.045 0.944
C 3.258 2.160 -0.433
C 1.972 2.115 -0.951
N 0.937 1.970 -0.104
C 1.079 1.946 1.212
S -0.554 1.883 1.936
H 4.449 2.050 1.328
H 4.070 2.232 -1.133
H 1.792 2.168 -2.014
S -3.487 5.464 1.065
Sb -3.791 4.502 -0.769
S -3.210 1.608 0.518
S -1.195 3.620 -1.512
S -4.660 3.689 -2.462
O 0.996 -0.343 -2.357
C 0.126 -0.781 -1.718
O -0.951 0.246 -1.164
C -0.290 -2.113 -1.369
C 0.558 -3.188 -1.721
C 0.149 -4.465 -1.400
C -1.003 -4.696 -0.648
C -1.775 -3.623 -0.238
C -1.452 -2.344 -0.628
N -3.026 -3.863 0.524
O -3.604 -2.884 0.956
O -3.340 -5.021 0.657
H 1.506 -3.052 -2.239
H 0.734 -5.312 -1.713
H -1.315 -5.704 -0.397
H -2.055 -1.506 -0.351
*
```

Values from the calculation:
Energy relative to the best compared isomer or geometry (same formula, charge and spin) ... 26.4 kcal/mol
Gap between HOMO and LUMO ... 0.21982 Eh
Total energy ... -95741.475 eV
Lowest unoccupied orbital energy ... -9.838 eV
F_max ... 2.72 eV/Å

=====

No. 5
Molecular formula: C4H7NO
Method: DFT, ωB97M-V/def2-TZVPD

The geometry in ORCA input format:
```
! wB97M-V def2-TZVPD RIJCOSX def2/J DEFGRID3
* xyz 0 1
C -1.368 -0.753 0.335
C -0.343 -0.041 -0.546
C 0.295 1.225 0.050
O 1.542 0.754 0.594
C 1.747 -0.426 -0.044
N 0.820 -0.932 -0.740
H -1.691 -1.676 -0.157
H -2.251 -0.127 0.510
H -0.932 -1.024 1.304
H -0.803 0.197 -1.509
H -0.286 1.716 0.836
H 0.537 1.949 -0.739
H 2.734 -0.861 0.105
*
```

Values from the calculation:
Energy relative to the best compared isomer or geometry (same formula, charge and spin) ... 23.8 kcal/mol
Gap between HOMO and LUMO ... 0.39326 Eh
Structure (SMILES) ... C[C@H]1COC=N1
Total energy ... -7798.614 eV
Lowest unoccupied orbital energy ... 1.023 eV
F_max ... 0.34 eV/Å

=====

No. 6
Molecular formula: C32H26IN5O6Sm
Method: DFT, ωB97M-V/def2-TZVPD

The geometry in ORCA input format:
```
! wB97M-V def2-TZVPD RIJCOSX def2/J DEFGRID3
* xyz -1 6
Sm -0.392 0.419 -0.104
C -3.136 3.960 -1.280
C -2.464 2.628 -1.576
O -2.136 1.925 -0.573
C -2.248 2.270 -2.898
C -1.543 1.104 -3.296
C -1.438 0.781 -4.764
N -0.972 0.320 -2.421
N -0.374 -0.843 -2.940
C 0.690 -1.213 -2.282
O 1.269 -0.563 -1.328
C 1.258 -2.528 -2.712
C 1.242 -2.916 -4.049
C 1.776 -4.136 -4.433
C 2.325 -4.987 -3.481
C 2.338 -4.606 -2.147
C 1.816 -3.380 -1.764
H -3.137 4.115 -0.203
H -4.164 3.969 -1.647
H -2.596 4.778 -1.758
H -2.600 2.934 -3.677
H -1.984 1.503 -5.368
H -1.825 -0.224 -4.933
H -0.389 0.770 -5.063
H 0.799 -2.249 -4.777
H 1.774 -4.425 -5.477
H 2.733 -5.945 -3.778
H 2.767 -5.263 -1.399
H 1.819 -3.077 -0.726
O 0.610 5.069 -0.074
C 0.666 5.251 1.260
C 1.053 6.505 1.731
C 1.174 6.734 3.089
C 0.894 5.726 4.003
C 0.471 4.492 3.543
C 0.344 4.238 2.181
C -0.120 2.911 1.690
O 0.259 2.543 0.527
N -0.948 2.270 2.512
N -1.402 1.113 1.979
C -2.348 0.460 2.536
C -2.820 -0.747 1.856
C -3.593 -1.710 2.503
C -3.920 -2.874 1.830
C -3.485 -3.050 0.525
C -2.772 -2.019 -0.066
N -2.462 -0.898 0.571
H 0.540 4.104 -0.226
H 1.269 7.277 1.003
H 1.500 7.708 3.434
H 1.003 5.906 5.065
H 0.209 3.696 4.228
H -2.812 0.759 3.475
H -3.900 -1.552 3.528
H -4.502 -3.645 2.321
H -3.694 -3.956 -0.026
H -2.431 -2.085 -1.095
I 5.652 -5.438 2.816
C 4.159 -4.021 2.342
C 2.865 -4.240 2.783
C 1.884 -3.314 2.458
C 2.206 -2.178 1.727
C 3.511 -1.973 1.301
C 4.497 -2.903 1.598
C 1.122 -1.195 1.365
O 0.008 -1.671 1.016
O 1.367 0.028 1.444
H 2.621 -5.120 3.363
H 0.857 -3.476 2.759
H 3.746 -1.091 0.719
H 5.512 -2.758 1.257
*
```

Values from the calculation:
Energy relative to the best compared isomer or geometry (same formula, charge and spin) ... 0.0 kcal/mol
Gap between HOMO and LUMO (alpha / beta) ... 0.22958 / 0.23040 Eh
Total energy ... -79353.201 eV
Lowest unoccupied orbital energy (alpha / beta) ... 1.991 / 1.991 eV
F_max ... 1.50 eV/Å

=====

Q: total energy of number 5 (C4H7NO)?
A: -7798.614 eV